94
Properties=species:S:1:pos:R:3:lowdin_charge:R:1 method="wB97M-V/def2-TZVPD" total_charge=-1 homo_energy_ev="-4.4771 / -4.4772" homo_lumo_gap_ev="5.176 / 5.174" energy_ha=-7600.77292 e_above_lowest_kj_mol=636.2
Lu -0.36675 0.52996 0.42984 1.567
I -8.39223 -4.78111 1.68393 0.792
C -6.60666 -3.64269 1.68384 -0.719
C -6.38969 -2.71721 2.68760 -0.153
C -5.20323 -2.00691 2.71023 -0.034
C -4.22619 -2.20837 1.73356 -0.202
C -4.48530 -3.13104 0.71942 -0.029
C -5.66840 -3.84600 0.68921 -0.149
C -2.95061 -1.47089 1.76785 -0.092
C -3.04227 -0.07658 1.84978 -0.264
C -4.27000 0.66862 1.67115 0.013
C -3.94544 1.97861 1.72905 0.009
C -2.51559 2.05030 1.96803 -0.262
C -1.78967 3.20945 2.26947 -0.094
C -2.32224 4.49560 1.83179 -0.167
C -2.09432 5.72702 2.45151 -0.015
C -2.62193 6.90060 1.94955 -0.157
C -3.41390 6.86256 0.81860 -0.729
I -4.26920 8.65180 0.08373 0.798
C -3.61633 5.67493 0.14196 -0.160
C -3.04452 4.51765 0.62686 -0.059
C -0.51460 3.07141 2.92562 -0.295
N 0.36005 2.11691 2.58494 0.028
C 1.42271 2.23868 3.45289 -0.247
C 2.52138 1.39932 3.44153 -0.057
C 3.40088 1.25131 4.61625 -0.186
C 2.98110 0.51793 5.72096 -0.010
C 3.81816 0.33923 6.80765 -0.146
C 5.07766 0.90771 6.78699 -0.710
I 6.35074 0.68917 8.47248 0.788
C 5.52197 1.62413 5.69247 -0.156
C 4.68575 1.78052 4.60199 -0.014
C 2.65702 0.44009 2.40930 -0.271
C 2.42278 0.57107 1.00257 -0.148
C 2.22161 -0.73088 0.55422 -0.205
C 2.32335 -1.55787 1.71673 -0.299
N 2.69579 -0.85400 2.78853 0.199
C 1.69631 -2.82804 1.95842 -0.063
C 0.32062 -2.88455 1.77106 -0.274
C -0.48428 -4.06359 1.95651 -0.015
C -1.77257 -3.66123 1.92144 -0.002
C -1.76249 -2.23096 1.70832 -0.245
N -0.49148 -1.78372 1.55825 0.039
C 2.45283 -3.83462 2.67774 -0.162
C 1.90931 -4.59301 3.71766 -0.024
C 2.65361 -5.56379 4.35766 -0.150
C 3.96933 -5.76505 3.98225 -0.713
I 5.10745 -7.27941 4.93056 0.797
C 4.55770 -4.98620 3.00277 -0.150
C 3.80453 -4.01973 2.37003 -0.008
C 1.16597 3.28875 4.39327 0.003
C -0.02747 3.83194 4.04128 -0.014
N -2.01079 0.78110 2.04839 -0.026
H -7.13380 -2.55541 3.45425 0.090
H -5.02924 -1.28796 3.49926 0.124
H -3.74981 -3.27202 -0.05992 0.127
H -5.85102 -4.56070 -0.09945 0.091
H -5.23051 0.24447 1.44529 0.112
H -4.61331 2.81750 1.66561 0.111
H -1.49249 5.78365 3.33938 0.086
H -2.40963 7.84098 2.43709 0.091
H -4.19642 5.65776 -0.76837 0.099
H -3.12405 3.60939 0.04816 0.119
H 1.99723 0.07427 5.71590 0.127
H 3.49214 -0.24613 7.65506 0.092
H 6.51588 2.04328 5.67580 0.089
H 5.02609 2.32381 3.73229 0.121
H 2.67124 1.45102 0.42366 0.069
H 2.33613 -1.12542 -0.44311 0.002
H -0.10511 -5.06180 2.06503 0.111
H -2.65309 -4.25804 2.06642 0.107
H 0.90088 -4.40073 4.04877 0.115
H 2.21311 -6.14473 5.15486 0.092
H 5.59523 -5.12786 2.73961 0.091
H 4.26031 -3.40106 1.61362 0.120
H 1.81410 3.57168 5.20123 0.109
H -0.55261 4.61038 4.55761 0.090
Cl -1.47963 0.42820 -3.72298 0.635
C -1.10838 1.96037 -3.01970 -0.732
C -0.44918 2.00422 -1.78096 -0.343
C -0.24243 3.32113 -1.35619 -0.726
Cl 0.59832 3.48395 0.14605 0.777
C -0.66098 4.46968 -2.01022 -0.716
Cl -0.44471 6.02841 -1.31015 0.693
C -1.29162 4.34466 -3.24143 -0.724
Cl -1.77821 5.74171 -4.11615 0.661
C -1.49228 3.07370 -3.76397 -0.714
Cl -2.20191 2.90372 -5.32931 0.648
I 2.30346 0.64559 -2.81915 0.864
C 1.28359 -1.16973 -3.33811 -1.067
I -0.00883 -2.01408 -1.80508 0.892
H 2.04730 -1.90423 -3.57098 -0.047
H 0.66356 -0.94398 -4.19949 -0.085
F -2.01832 0.17464 -0.57018 -0.563